Version one
ORCA calculation (wB97M-V/def2-TZVPD) on C24H41MnN12O2S2Si as an isolated structure.

Geometry as XYZ:
```
83
Properties=species:S:1:pos:R:3
Mn -0.0556 0.1414 0.1134
C -3.3504 1.8927 4.4588
N -2.2510 2.0557 3.5135
C -1.8148 3.4192 3.2766
C -1.9122 1.0790 2.6197
N -1.3456 1.2772 1.4867
N -2.1659 -0.2043 3.0920
C -2.1616 -1.3653 2.3334
N -2.0611 -2.5020 3.0926
N -2.3042 -1.3095 1.0673
H -2.9929 1.7723 5.4847
H -3.9717 1.0410 4.1905
H -3.9841 2.7787 4.4252
H -1.8175 3.9539 4.2249
H -2.4711 3.9499 2.5784
H -0.7951 3.4346 2.8933
H -1.2624 2.2660 1.2816
H -2.2164 -0.3064 4.0912
H -1.5799 -2.4581 3.9752
H -1.9525 -3.3694 2.5946
H -2.2336 -2.2323 0.6524
C 3.7737 -3.7368 -2.8699
Si 2.7099 -2.5283 -3.8313
C 2.3833 -3.2012 -5.5526
C 3.5765 -0.8816 -4.0124
C 1.0309 -2.3980 -2.9659
C -0.0513 -3.1192 -3.4403
C -1.3176 -2.9917 -2.8660
C -1.4575 -2.1297 -1.8039
N -0.4273 -1.4587 -1.2732
C 0.7941 -1.5791 -1.8392
S 1.9547 -0.5861 -1.0365
H 4.7298 -3.9051 -3.3704
H 3.2738 -4.7018 -2.7638
H 3.9794 -3.3525 -1.8681
H 3.3255 -3.2420 -6.1048
H 1.7040 -2.5522 -6.1098
H 1.9655 -4.2098 -5.5539
H 4.3658 -0.9875 -4.7619
H 4.0220 -0.5429 -3.0786
H 2.8898 -0.1020 -4.3480
H 0.0686 -3.7738 -4.2966
H -2.1695 -3.5339 -3.2515
H -2.4319 -1.9482 -1.3669
S 3.0564 3.5789 0.7429
C 2.5959 2.9150 2.2501
C 1.6190 1.9956 2.0621
N 1.2263 1.8145 0.7530
C 1.9129 2.5919 -0.0408
H 3.0504 3.2220 3.1768
H 1.1413 1.4171 2.8357
H 1.8031 2.5622 -1.1167
N 0.7735 -0.9519 1.6788
C 1.6899 -1.3603 2.2545
N 2.7269 -1.8220 2.9060
C 4.0190 -1.9765 2.2145
C 4.6169 -3.3128 2.6109
O 4.6867 -3.4308 4.0215
C 3.4012 -3.4109 4.6031
C 2.7178 -2.0773 4.3463
H 4.6829 -1.1614 2.5156
H 3.8402 -1.9209 1.1407
H 5.6343 -3.4019 2.2359
H 4.0128 -4.1298 2.1972
H 3.5314 -3.5708 5.6719
H 2.7886 -4.2249 4.1940
H 3.2580 -1.2780 4.8626
H 1.6869 -2.0933 4.6979
C -4.0826 2.2138 -3.1008
N -2.7131 2.0086 -2.6898
C -1.5454 2.4320 -3.4224
C -0.4209 1.9054 -2.5343
O 0.7503 2.0649 -2.7839
N -0.9752 1.2591 -1.4407
C -2.3089 1.3239 -1.6066
N -3.1763 0.7416 -0.7868
H -4.1112 3.0234 -3.8259
H -4.6993 2.5130 -2.2517
H -4.5128 1.3230 -3.5661
H -1.4779 3.5164 -3.5235
H -1.4814 1.9747 -4.4121
H -2.8193 0.1007 -0.0637
H -4.1424 0.6817 -1.0552
```

Calculated values
total charge	+1
spin multiplicity	2
HOMO level (spin up / spin down)	-9.12 / -9.08	eV

Mulliken atomic charge list, values in e, 6 entries: number 1, Mn, carries 0.216; number 2, C, carries -1.270; number 3, N, carries 0.108; number 4, C, carries -1.110; number 5, C, carries -0.042; number 6, N, carries 0.311

Version two
ORCA calculation (wB97M-V/def2-TZVPD) on C24H41MnN12O2S2Si as an isolated structure.

Geometry as XYZ:
```
83
Properties=species:S:1:pos:R:3
Mn -0.2288 -0.5455 0.4468
C -3.7477 1.2640 -2.1985
N -3.5702 -0.1760 -2.3205
C -3.9145 -0.7243 -3.6289
C -2.5399 -0.7290 -1.5999
N -1.7174 -0.0671 -0.8750
N -2.4610 -2.1143 -1.6892
C -1.4540 -2.9022 -1.1386
N -1.7482 -4.2352 -1.1560
N -0.3973 -2.3988 -0.6341
H -4.7032 1.5335 -2.6411
H -2.9557 1.8284 -2.7056
H -3.7672 1.5560 -1.1492
H -4.7867 -0.1919 -3.9989
H -4.1911 -1.7758 -3.5793
H -3.1015 -0.6111 -4.3523
H -1.8353 0.9357 -0.9614
H -3.3009 -2.5829 -1.9772
H -2.4668 -4.6095 -1.7479
H -1.0747 -4.8784 -0.7814
H 0.1758 -3.1132 -0.1984
C -1.4421 5.3262 0.9400
Si -0.0500 5.1820 -0.2925
C -0.6125 5.9489 -1.9102
C 1.4532 6.0978 0.3475
C 0.5337 3.4209 -0.7172
C 1.4547 3.3512 -1.7555
C 1.9760 2.1392 -2.1987
C 1.5606 0.9968 -1.5533
N 0.7008 1.0193 -0.5327
C 0.1728 2.1970 -0.1119
S -0.9545 2.0394 1.2228
H -1.6840 6.3896 1.0350
H -1.1707 4.9408 1.9206
H -2.3378 4.7982 0.6140
H -0.9138 6.9870 -1.7549
H -1.4763 5.4117 -2.3096
H 0.1638 5.9451 -2.6770
H 1.2137 7.1430 0.5540
H 2.2785 6.0799 -0.3669
H 1.8096 5.6485 1.2773
H 1.7751 4.2628 -2.2498
H 2.6735 2.0872 -3.0225
H 1.9053 0.0192 -1.8568
S 2.6023 0.5274 4.1905
C 2.2757 -1.1505 4.1967
C 1.3738 -1.4436 3.2287
N 0.9217 -0.3657 2.5006
C 1.4965 0.7290 2.9133
H 2.7550 -1.8255 4.8854
H 1.0187 -2.4311 2.9797
H 1.2668 1.6964 2.4937
N 1.9002 -1.4236 0.2785
C 2.9003 -1.8017 -0.1581
N 4.0465 -2.2477 -0.6367
C 4.0536 -3.4185 -1.5217
C 5.4248 -4.0652 -1.4368
O 6.4386 -3.1284 -1.7422
C 6.4526 -2.0677 -0.8055
C 5.1464 -1.2968 -0.8540
H 3.8479 -3.1083 -2.5521
H 3.2756 -4.1072 -1.1949
H 5.5093 -4.8720 -2.1627
H 5.5811 -4.4749 -0.4311
H 7.2864 -1.4203 -1.0709
H 6.6168 -2.4608 0.2055
H 5.0338 -0.8164 -1.8321
H 5.1072 -0.5348 -0.0770
C -4.6157 -1.7040 3.8321
N -3.4772 -2.0149 2.9975
C -2.6475 -3.1883 3.1557
C -1.5044 -2.8827 2.1962
O -0.5982 -3.6583 1.9640
N -1.6873 -1.6251 1.6635
C -2.8307 -1.1599 2.1850
N -3.3097 0.0434 1.8750
H -5.1257 -2.6306 4.0875
H -5.3313 -1.0878 3.2888
H -4.3234 -1.1982 4.7557
H -3.1620 -4.1053 2.8634
H -2.2662 -3.3034 4.1730
H -2.6570 0.6819 1.4148
H -4.0387 0.4471 2.4362
```

Calculated values
total charge	+1
spin multiplicity	2
HOMO level (spin up / spin down)	-9.63 / -9.57	eV

Mulliken atomic charge list, values in e, 6 entries: number 1, Mn, carries 0.884; number 2, C, carries -1.228; number 3, N, carries 0.114; number 4, C, carries -1.085; number 5, C, carries 0.188; number 6, N, carries 0.397

Most stable to least stable, the ends of the list are version one and version two.

Version one
ORCA calculation (wB97M-V/def2-TZVPD) on one molecule with the formula C20H33N5O4.

Geometry as XYZ:
```
62
Properties=species:S:1:pos:R:3
C -5.8528 1.3653 -2.9366
C -5.0560 0.9263 -1.7300
O -3.7893 1.5563 -1.7840
C -2.9816 1.3561 -0.6406
C -2.3903 -0.0519 -0.6027
C -1.4120 -0.1996 0.5586
N -0.3828 0.8272 0.4887
C 0.8752 0.6368 -0.0041
O 1.6017 1.5628 -0.3152
C 1.3336 -0.8162 -0.1232
O 2.7014 -1.0193 -0.3665
C 3.6601 -0.1922 0.3072
C 3.4448 -0.1399 1.8338
C 4.3293 -1.4054 1.9643
N 3.5715 -2.6401 1.9510
C 3.3064 -3.3476 3.0716
O 3.7094 -3.0285 4.1785
C 2.4557 -4.5893 2.8772
C 1.2933 -4.5939 3.8736
C 0.5271 -5.8696 3.8223
N -0.5368 -6.0975 3.0733
C -0.8247 -7.3950 3.3422
N -0.0169 -7.9756 4.1999
N 0.8535 -6.9856 4.4978
C 1.9188 -7.2137 5.4489
C 4.8934 -1.0738 0.5652
C -0.9259 2.1778 0.5105
C -1.8852 2.4160 -0.6548
C -2.4599 3.8238 -0.5929
H -6.8382 0.8985 -2.9302
H -5.9802 2.4477 -2.9359
H -5.3401 1.0800 -3.8549
H -5.5679 1.2117 -0.8011
H -4.9476 -0.1646 -1.7249
H -3.5957 1.5077 0.2648
H -3.1798 -0.8000 -0.5062
H -1.8734 -0.2339 -1.5498
H -1.9421 -0.0805 1.5093
H -0.9714 -1.1919 0.5662
H 1.0352 -1.3495 0.7888
H 0.8032 -1.2813 -0.9579
H 3.7812 0.7448 -0.2240
H 3.9351 0.7355 2.2584
H 2.4279 -0.1972 2.2219
H 5.0110 -1.4443 2.8088
H 3.1479 -2.9116 1.0786
H 2.0746 -4.6692 1.8576
H 3.1024 -5.4530 3.0529
H 1.6855 -4.4043 4.8725
H 0.5994 -3.7873 3.6372
H -1.6521 -7.9234 2.8978
H 2.6112 -6.3763 5.4219
H 1.5125 -7.3149 6.4542
H 2.4445 -8.1274 5.1821
H 5.0490 -1.9015 -0.1261
H 5.8025 -0.4784 0.6355
H -1.4565 2.3154 1.4597
H -0.0982 2.8804 0.4754
H -1.3224 2.2921 -1.5867
H -3.0133 3.9734 0.3386
H -1.6634 4.5684 -0.6327
H -3.1404 4.0010 -1.4234
```

Calculated values
SMILES string	CCO[C@H]1CCN(C(=O)CO[C@H]2C[C@@H](NC(=O)CCc3ncnn3C)C2)C[C@@H]1C
HOMO level	-9.35	eV

natural (NBO) atomic charge list, values in e, 6 entries: number 1, C, carries -0.619; number 2, C, carries -0.056; number 3, O, carries -0.543; number 4, C, carries 0.111; number 5, C, carries -0.440; number 6, C, carries -0.213

Version two
ORCA calculation (wB97M-V/def2-TZVPD) on one molecule with the formula C20H33N5O4.

Geometry as XYZ:
```
62
Properties=species:S:1:pos:R:3
C -5.1071 3.6736 -3.5659
C -4.6207 3.6745 -2.1316
O -3.2457 3.9963 -2.1491
C -2.6629 4.1910 -0.8806
C -2.6443 2.9042 -0.0520
C -1.8374 3.1118 1.2295
N -0.4944 3.5383 0.8636
C 0.5477 2.6856 0.7097
O 1.5808 3.0040 0.1512
C 0.4007 1.2889 1.3225
O 1.5028 0.4921 1.0215
C 2.5375 0.5883 1.9872
C 2.2759 -0.3524 3.1868
C 3.0439 -1.4507 2.4327
N 2.1698 -2.3299 1.6811
C 2.5180 -3.5651 1.2687
O 3.5665 -4.1111 1.5800
C 1.5270 -4.2761 0.3644
C 1.2039 -5.6924 0.8485
C 0.8257 -6.5956 -0.2754
N -0.4015 -6.8867 -0.6708
C -0.2040 -7.7122 -1.7190
N 1.0584 -7.9519 -2.0041
N 1.7137 -7.2258 -1.0707
C 3.1591 -7.2499 -0.9932
C 3.6865 -0.3425 1.5721
C -0.4754 4.8283 0.1980
C -1.2533 4.7363 -1.1165
C -1.2777 6.0820 -1.8334
H -6.1686 3.4289 -3.6146
H -4.9584 4.6519 -4.0226
H -4.5588 2.9387 -4.1550
H -5.1770 4.4154 -1.5428
H -4.7868 2.6899 -1.6822
H -3.2480 4.9574 -0.3456
H -3.6612 2.6079 0.2196
H -2.1966 2.0967 -0.6367
H -2.2803 3.9209 1.8195
H -1.8362 2.2551 1.8992
H 0.2334 1.3705 2.4017
H -0.4731 0.7979 0.8878
H 2.7680 1.6395 2.1711
H 2.7925 -0.0347 4.0910
H 1.2356 -0.5661 3.4414
H 3.7067 -2.1043 2.9968
H 1.3907 -1.8789 1.2226
H 0.6246 -3.7030 0.1541
H 2.0730 -4.3416 -0.5846
H 2.0410 -6.1047 1.4128
H 0.3728 -5.6517 1.5528
H -1.0134 -8.1456 -2.2863
H 3.5111 -6.3978 -0.4147
H 3.4886 -8.1726 -0.5166
H 3.5683 -7.1961 -1.9981
H 3.7943 -0.5416 0.5063
H 4.6486 -0.0135 1.9605
H -0.9453 5.5589 0.8665
H 0.5447 5.1715 0.0582
H -0.7342 4.0168 -1.7585
H -1.7945 6.8411 -1.2397
H -0.2650 6.4377 -2.0282
H -1.7905 6.0029 -2.7909
```

Calculated values
SMILES string	CCO[C@H]1CCN(C(=O)CO[C@H]2C[C@@H](NC(=O)CCc3ncnn3C)C2)C[C@@H]1C
HOMO level	-9.37	eV

natural (NBO) atomic charge list, values in e, 6 entries: number 1, C, carries -0.618; number 2, C, carries -0.058; number 3, O, carries -0.541; number 4, C, carries 0.112; number 5, C, carries -0.444; number 6, C, carries -0.214

Most stable to least stable, the ends of the list are version one and version two.

Version one
ORCA calculation (wB97M-V/def2-TZVPD) on a 2-piece molecular cluster, C4H9N2O2 overall.

Geometry as XYZ:
```
17
Properties=species:S:1:pos:R:3
C -0.7274 -0.0764 -0.7353
C 0.6721 0.5184 -0.4734
C 1.5167 -1.3371 0.4521
N 1.4459 -2.2234 -0.5371
N -1.6026 0.2945 0.4108
C -1.8974 1.7331 0.4081
O -1.9301 2.3216 -0.6798
O -2.0823 2.1321 1.5919
H -1.2536 0.4191 -1.5553
H -0.5984 -1.1194 -1.0288
H 1.3577 -0.0019 -1.1673
H 0.7825 0.7332 0.6004
H 2.4396 -0.8093 0.7651
H 0.8064 -1.2878 1.3063
H 0.6994 1.5423 -0.8740
H 1.5850 -2.9602 0.1881
H -1.2135 0.1212 1.3282
```

Calculated values
total charge	-1
HOMO level	-4.25	eV

natural (NBO) atomic charge list, values in e, 6 entries: number 1, C, carries -0.257; number 2, C, carries -0.722; number 3, C, carries 0.115; number 4, N, carries -0.865; number 5, N, carries -0.707; number 6, C, carries 0.856

Version two
ORCA calculation (wB97M-V/def2-TZVPD) on a 2-piece molecular cluster, C4H9N2O2 overall.

Geometry as XYZ:
```
17
Properties=species:S:1:pos:R:3
C -2.1584 0.7992 1.1444
C 0.7182 -2.2757 -1.6416
C -1.1240 1.4339 0.2653
C 1.1246 -1.4308 -0.7423
N 2.1027 -0.4938 -0.8972
N 2.4143 0.2600 0.1169
O 1.9481 0.1941 1.2947
O 3.2750 1.1360 -0.1592
H -3.0189 0.4617 0.7153
H -2.5041 1.4599 1.9435
H -1.5004 0.2005 1.7852
H -1.7258 1.8129 -0.6378
H 0.9105 -2.1292 -2.7589
H -0.0102 -3.1023 -1.4775
H -0.8804 2.4093 0.6920
H -0.3410 0.7268 0.0323
H 0.7698 -1.4624 0.3248
```

Calculated values
total charge	-1
HOMO level	-3.80	eV

natural (NBO) atomic charge list, values in e, 6 entries: number 1, C, carries -0.625; number 2, C, carries -0.538; number 3, C, carries -0.599; number 4, C, carries -0.042; number 5, N, carries -0.446; number 6, N, carries 0.581

Version three
ORCA calculation (wB97M-V/def2-TZVPD) on a 2-piece molecular cluster, C4H9N2O2 overall.

Geometry as XYZ:
```
17
Properties=species:S:1:pos:R:3
O -0.2044 -0.1081 -2.1499
C 0.9115 0.3522 -1.7500
O 1.4436 0.0448 -0.6380
C 1.6105 1.3746 -2.6733
H 2.2867 0.8199 -3.3449
H 0.8776 1.9579 -3.2429
H 2.1831 2.0621 -2.0404
C -0.6202 -0.7007 1.2891
C -1.3875 -0.1786 2.2715
N -0.8380 0.4797 3.4342
N -1.0168 -1.4259 0.1489
H 0.4213 -0.3668 1.2615
H -2.4806 -0.3041 2.2732
H -0.7763 -0.1241 4.2427
H -1.2433 1.3833 3.6835
H -0.7389 -2.3947 0.2382
H -0.5449 -0.9886 -0.6738
```

Calculated values
total charge	-1
HOMO level	-4.40	eV

natural (NBO) atomic charge list, values in e, 6 entries: number 1, O, carries -0.789; number 2, C, carries 0.761; number 3, O, carries -0.792; number 4, C, carries -0.725; number 5, H, carries 0.203; number 6, H, carries 0.203

Most stable to least stable, the ends of the list are version three and version two.